Record 1
This record from OMol25 describes a structure of composition C20H18F6NiO4PS2SbSe2. The level of theory is ωB97M-V with the def2-TZVPD basis set.

Output
E_HOMO (alpha / beta) ... -0.19478 / -0.19426 Eh
Total charge ... -1
HOMO-LUMO gap (alpha / beta) ... 7.52 / 3.31 eV
Spin multiplicity ... 4
Energy relative to the best compared isomer or geometry (same formula, charge and spin) ... 0.0 kcal per mole

Element x y z (Å)
Sb -0.17 3.04 2.96
Se 0.57 -0.97 -0.95
Se 0.22 -0.81 2.52
Ni 1.96 0.29 0.37
S 0.02 3.25 -1.49
S 3.72 1.58 0.05
P -0.83 -1.55 0.72
F 1.15 4.45 3.03
F -1.29 4.24 1.96
F -1.36 1.58 2.40
F 1.00 2.06 1.84
F 0.61 1.96 4.37
F -1.28 3.53 4.39
O 3.29 -1.74 2.00
O -0.48 2.58 -0.26
O 0.81 4.47 -1.30
O 0.61 2.26 -2.38
C -2.35 -3.65 -0.26
C -2.91 -4.91 -0.21
C 4.61 -0.04 -3.58
C 6.65 0.61 -2.56
C -2.75 0.20 -0.31
C 3.92 0.44 -2.47
C -3.93 0.93 -0.23
C 2.63 -1.04 1.34
C -4.75 0.83 0.88
C -1.58 3.69 -2.17
C -1.40 -3.25 0.68
C 4.58 1.01 -1.36
C -1.46 -5.46 1.65
C -2.49 -5.79 0.76
C -3.18 -0.72 1.89
C -2.38 -0.64 0.73
C -4.39 -0.02 1.94
C -0.92 -4.18 1.61
C 5.97 1.12 -1.45
C 5.99 0.06 -3.66
H -1.13 -6.15 2.44
H 7.75 0.67 -2.59
H -1.38 4.27 -3.09
H 4.07 -0.53 -4.39
H -3.77 -5.20 -0.83
H -0.17 -3.84 2.34
H 2.82 0.49 -2.46
H -4.17 1.65 -1.04
H 6.59 -0.24 -4.51
H -2.06 0.34 -1.16
H -2.11 2.79 -2.46
H -2.99 -6.74 0.87
H -5.01 -0.07 2.83
H 6.50 1.61 -0.64
H -5.65 1.45 0.97
H -2.67 -2.88 -1.01
H -2.21 4.25 -1.48
H -2.83 -1.27 2.76

In the Löwdin picture, each atom carries the following charge in e: 1.428 0.419 0.542 -0.061 0.449 0.700 0.341 -0.375 -0.379 -0.430 -0.433 -0.410 -0.379 0.077 -0.218 -0.217 -0.238 -0.084 -0.090 -0.102 -0.120 -0.118 -0.119 -0.095 -0.366 -0.087 -0.139 -0.396 -0.649 -0.079 -0.099 -0.098 -0.434 -0.066 -0.095 -0.128 -0.118 0.108 0.102 0.068 0.101 0.107 0.089 0.060 0.109 0.094 0.078 0.051 0.100 0.102 0.096 0.104 0.125 0.077 0.096


Record 2
This record from OMol25 describes a cluster of 4 separate species, C35H55N4O5S2 in total. The level of theory is ωB97M-V with the def2-TZVPD basis set.

Output
E_HOMO ... -0.14970 Eh
Total charge ... -1
HOMO-LUMO gap ... 5.08 eV

Element x y z (Å)
S -0.70 1.40 -5.20
S 0.46 2.56 -2.66
O -1.75 4.06 2.54
O 7.65 3.89 -0.15
O -1.43 -4.37 0.37
O -3.83 -7.88 2.51
O 5.77 2.70 0.57
N -2.39 1.85 -3.13
N 4.84 2.49 -2.18
N 4.58 6.13 0.44
N 7.63 -1.34 -1.78
C -4.65 -7.07 3.35
C -3.46 -1.67 -0.29
C -4.28 -9.09 4.49
C -2.93 5.14 -0.67
C -2.61 0.70 -2.23
C -0.01 -6.16 1.00
C -0.45 -5.27 -0.15
C -3.73 -9.19 3.08
C 5.47 0.09 -1.42
C -4.66 5.15 -2.72
C -4.54 -0.87 -1.07
C -2.58 4.87 3.39
C -5.32 -8.00 4.35
C -3.25 3.94 4.37
C -4.07 3.84 -3.30
C -2.37 3.81 -1.27
C 5.72 1.31 -2.47
C -2.22 2.84 4.52
C -1.66 2.74 3.11
C -1.53 -0.11 -1.49
C -0.99 1.94 -3.62
C 5.10 5.06 -1.77
C 5.76 3.61 -1.83
C 6.38 3.35 -0.34
C -1.82 -4.82 1.68
C -4.11 0.28 -2.02
C 4.02 5.18 -0.58
C -1.96 -1.28 -0.54
C -1.27 -6.22 1.84
C 2.97 1.55 -3.73
C 3.95 2.79 -3.33
C -2.88 3.12 -2.56
C -4.11 5.81 -1.41
C 6.15 -1.29 -1.97
C 1.82 1.29 -2.65
H 4.03 7.00 0.50
H -1.44 3.15 5.21
H 3.22 3.67 -3.14
H -1.19 -1.89 0.06
H -3.50 -8.77 5.18
H -2.69 -9.52 3.06
H -4.56 6.76 -0.97
H -0.62 2.41 3.10
H -1.50 3.33 -0.69
H 4.73 5.69 1.35
H 3.54 0.58 -3.92
H -0.43 0.12 -1.63
H -1.96 -6.95 1.42
H -0.92 -5.86 -0.95
H -4.69 -10.04 4.85
H 7.91 -1.33 -0.79
H -6.24 -8.41 3.91
H 4.36 -0.07 -1.18
H -3.30 5.42 2.77
H 4.63 5.42 -2.75
H -5.37 -6.52 2.74
H 3.75 4.17 -0.12
H -3.80 -2.49 0.43
H -2.63 1.89 4.88
H 2.26 1.19 -1.58
H -3.51 4.43 5.31
H -2.43 5.55 0.28
H -4.52 3.39 -4.25
H 5.96 5.80 -1.53
H -4.33 -9.87 2.47
H 0.34 -7.14 0.67
H -2.26 2.07 2.49
H 5.95 -1.37 -3.09
H -4.17 3.53 3.94
H -5.54 5.66 -3.24
H -4.97 0.84 -2.54
H 0.79 -5.68 1.56
H -2.91 -4.79 1.76
H 3.02 5.63 -0.98
H 6.85 1.56 -2.36
H -5.57 -7.51 5.29
H 1.34 0.28 -2.91
H -1.40 -4.13 2.41
H -4.00 -6.35 3.86
H -1.93 5.59 3.90
H 4.62 2.99 -4.27
H 2.53 1.85 -4.76
H 6.02 0.31 -0.43
H -1.09 -6.48 2.89
H 6.68 3.70 -2.54
H 5.62 0.92 -3.56
H 5.72 -2.18 -1.37
H 8.12 -0.58 -2.27
H -5.65 -1.12 -0.97
H 0.38 -4.71 -0.58

Results of the Löwdin charge analysis, in e, for atoms 1 through 99: 0.638 0.804 -0.154 -0.233 -0.165 -0.164 -0.095 -0.168 -0.142 -0.034 -0.053 -0.205 -0.074 -0.179 -0.050 -0.170 -0.175 -0.196 -0.200 -0.158 -0.081 -0.078 -0.212 -0.179 -0.183 -0.004 -0.008 -0.195 -0.181 -0.199 0.009 -0.986 -0.153 -0.267 -0.552 -0.202 -0.008 -0.265 -0.046 -0.186 -0.231 -0.206 -0.197 -0.075 -0.293 -0.465 0.046 0.116 0.111 0.081 0.117 0.119 0.078 0.122 0.081 0.065 0.098 0.055 0.102 0.119 0.113 0.062 0.116 0.094 0.109 0.088 0.120 0.107 0.075 0.113 0.098 0.111 0.089 0.099 0.116 0.118 0.113 0.119 0.098 0.116 0.078 0.094 0.116 0.108 0.101 0.124 0.115 0.075 0.121 0.117 0.118 0.129 0.101 0.108 0.117 0.141 0.110 0.107 0.058


Record 3
This record from OMol25 describes the molecule C14H20N2O3S. The level of theory is ωB97M-V with the def2-TZVPD basis set.

Output
E_HOMO ... -0.35025 Eh
Structure (SMILES) ... CC(=O)NCCc1ccc(S(=O)(=O)N2CCCC2)cc1
HOMO-LUMO gap ... 10.09 eV
Energy relative to the best compared isomer or geometry (same formula, charge and spin) ... 24.8 kcal per mole

Element x y z (Å)
S 2.28 -0.61 -0.78
O -5.87 -0.57 0.60
O 2.45 -0.56 -2.20
O 2.43 -1.88 -0.13
N 3.28 0.58 -0.11
N -4.15 -0.22 -0.82
C -1.80 1.13 0.23
C 4.69 -0.53 1.48
C -5.00 -1.01 -0.12
C -4.76 -2.49 -0.35
C -3.19 1.66 0.48
C 0.68 0.07 -0.36
C -0.18 -0.63 0.47
C 0.32 1.29 -0.89
C -1.42 -0.09 0.77
C -0.92 1.82 -0.60
C 4.62 0.59 -0.67
C 3.46 0.39 1.32
C -4.13 1.22 -0.65
C 5.40 -0.47 0.12
H 2.55 -0.04 1.74
H 3.63 1.37 1.77
H -1.22 2.77 -1.01
H -3.18 2.75 0.53
H 4.55 0.38 -1.74
H -3.58 1.27 1.42
H -3.76 -2.76 -0.04
H 5.04 1.59 -0.52
H -5.15 1.52 -0.41
H -3.83 1.67 -1.59
H 4.37 -1.54 1.70
H -2.09 -0.63 1.42
H -3.37 -0.64 -1.30
H -5.49 -3.06 0.22
H -4.88 -2.72 -1.41
H 5.32 -1.43 -0.39
H 1.02 1.80 -1.54
H 0.14 -1.58 0.87
H 5.33 -0.18 2.29
H 6.45 -0.21 0.21

In the Löwdin picture, each atom carries the following charge in e: 0.681 0.058 -0.281 -0.280 -0.235 0.045 -0.233 -0.158 -0.555 0.001 -0.126 -0.279 -0.046 -0.045 -0.028 -0.018 -0.198 -0.199 -0.168 -0.156 0.111 0.124 0.119 0.118 0.109 0.119 0.076 0.126 0.122 0.123 0.101 0.118 0.139 0.082 0.083 0.108 0.118 0.114 0.105 0.106


Record 4
This record from OMol25 describes a structure of composition H30O19SSr. The level of theory is ωB97M-V with the def2-TZVPD basis set.

Output
E_HOMO ... -0.34976 Eh
HOMO-LUMO gap ... 6.87 eV

Element x y z (Å)
Sr -3.18 -3.75 4.46
S -6.17 -5.74 3.72
O -6.44 -2.77 1.18
O -8.79 -5.63 6.46
O -6.38 -6.55 7.67
O -3.96 -4.78 6.67
O -5.20 -5.20 4.62
O -9.19 -4.46 2.31
O -8.40 -2.78 4.40
O -5.61 -2.64 4.31
O -9.70 -6.69 3.45
O -5.66 -7.03 3.30
O -3.55 -8.35 3.12
O -5.36 -6.84 0.72
O -7.41 -6.09 4.39
O -3.86 -4.38 2.04
O -8.37 -6.68 0.69
O -7.33 -8.90 2.69
O -5.36 -8.15 5.53
O -8.20 -8.23 5.54
O -6.49 -4.89 2.61
H -6.94 -9.33 1.89
H -3.33 -5.14 1.68
H -8.64 -3.40 3.70
H -9.95 -7.59 3.77
H -6.37 -2.24 3.86
H -8.06 -7.22 1.34
H -4.37 -7.74 3.14
H -4.80 -4.58 2.09
H -5.82 -6.04 0.46
H -9.02 -4.72 6.59
H -8.54 -1.90 4.04
H -7.07 -6.18 7.11
H -5.43 -7.78 4.61
H -8.17 -4.31 2.20
H -8.72 -6.66 3.62
H -3.64 -9.02 3.79
H -6.18 -3.12 4.97
H -7.33 -2.49 1.35
H -6.68 -8.19 2.98
H -4.22 -4.35 7.48
H -7.76 -7.49 5.11
H -8.77 -7.75 6.14
H -8.31 -5.76 5.62
H -5.44 -7.13 1.64
H -7.97 -5.86 0.83
H -4.77 -4.94 6.06
H -6.35 -3.53 1.72
H -9.37 -5.34 2.65
H -5.81 -7.04 7.08
H -5.34 -9.11 5.44

In the Löwdin picture, each atom carries the following charge in e: 1.798 0.386 -0.015 -0.050 -0.062 -0.179 -0.423 -0.084 -0.036 -0.153 -0.081 -0.385 -0.089 -0.042 -0.313 -0.146 0.025 -0.070 -0.060 -0.049 -0.320 0.078 0.103 -0.010 0.103 0.042 -0.058 -0.022 -0.024 0.030 0.047 0.058 -0.019 -0.027 0.042 -0.005 0.016 0.061 0.035 -0.011 0.054 -0.051 0.023 -0.025 -0.017 -0.019 -0.002 -0.079 -0.028 -0.017 0.069


Record 5
This record from OMol25 describes a cluster of 2 separate species, C8H11N3O2 in total. The level of theory is ωB97M-V with the def2-TZVPD basis set.

Output
E_HOMO (alpha / beta) ... -0.27812 / -0.27809 Eh
Structure (SMILES) ... N/C(c1ccccc1)=[N+](\[O-])O.C=N
HOMO-LUMO gap (alpha / beta) ... 8.18 / 8.18 eV
Energy relative to the best compared isomer or geometry (same formula, charge and spin) ... 64.9 kcal per mole

Element x y z (Å)
O -1.07 -3.11 1.18
O 0.75 -2.96 2.47
N 1.86 -0.92 0.93
N 0.13 -2.43 1.53
N 2.17 1.96 1.32
C -0.28 -1.09 -0.32
C -1.64 -0.89 -0.15
C 0.33 -0.84 -1.56
C -0.44 -0.22 -2.50
C -1.82 -0.01 -2.35
C 1.20 2.46 1.97
C 0.58 -1.47 0.74
C -2.40 -0.33 -1.17
H 0.94 2.24 2.97
H 2.26 -1.24 1.89
H -1.24 -3.62 2.07
H 2.02 0.08 0.80
H -2.05 -0.90 0.76
H -3.42 -0.29 -0.91
H -0.09 0.07 -3.55
H 0.48 3.05 1.35
H -2.27 0.67 -3.07
H 1.37 -0.94 -1.65
H 2.03 2.16 0.37

In the Löwdin picture, each atom carries the following charge in e: 0.014 -0.063 0.145 -0.291 0.013 -0.176 -0.020 -0.023 -0.090 -0.094 -0.090 -0.249 -0.072 0.057 0.133 0.173 0.025 0.080 0.097 0.126 0.082 0.102 0.102 0.020


Record 6
This record from OMol25 describes a cluster of 3 separate species, C3H13N2O3 in total. The level of theory is ωB97M-V with the def2-TZVPD basis set.

Output
E_HOMO ... -0.50249 Eh
Total charge ... +1
HOMO-LUMO gap ... 10.32 eV
Energy relative to the best compared isomer or geometry (same formula, charge and spin) ... 47.4 kcal per mole

Element x y z (Å)
O -0.87 -0.79 2.33
O 1.26 1.05 0.32
O 2.02 -1.13 1.78
N -1.50 1.57 0.90
N 0.82 -0.42 -1.41
C -1.08 0.95 -0.35
C 0.41 0.56 -0.45
C 0.21 -0.78 -2.72
H 0.91 -1.54 -3.08
H -1.27 1.44 -1.31
H -1.38 0.89 1.73
H 2.75 -1.63 1.78
H 2.23 -0.31 1.37
H 1.84 -0.47 -1.33
H -1.59 -0.01 -0.55
H 0.21 0.08 -3.48
H -0.95 2.36 0.97
H -0.50 -0.67 3.24
H -0.63 -1.34 -2.57
H -0.37 -1.66 2.00
H -2.53 1.85 0.84

In the Löwdin picture, each atom carries the following charge in e: -0.118 0.027 0.013 0.206 0.023 -0.093 -0.403 -0.047 0.092 0.145 0.159 -0.018 -0.003 0.139 0.144 0.123 0.126 0.085 0.046 0.137 0.217


Record 7
This record from OMol25 describes a structure of composition C55H50N9O2PSSn. The level of theory is ωB97M-V with the def2-TZVPD basis set.

Output
E_HOMO (alpha / beta) ... -0.59292 / -0.59350 Eh
Total charge ... +4
HOMO-LUMO gap (alpha / beta) ... 3.33 / 4.15 eV
Energy relative to the best compared isomer or geometry (same formula, charge and spin) ... 0.0 kcal per mole

Element x y z (Å)
Sn -1.06 -0.41 -0.38
S -2.22 2.24 -1.14
P 2.42 0.31 1.39
O -2.05 -0.63 -2.85
O -2.52 -1.51 -4.82
N 3.41 2.11 -0.43
N 0.78 1.19 3.41
N -4.14 1.26 -2.71
N 1.49 1.29 -1.24
N 3.07 -2.37 1.08
N -0.47 0.44 1.76
N 1.03 -1.92 0.37
N -3.43 -2.42 -2.93
N -3.64 -2.34 -1.56
C 4.41 -2.20 1.65
C 4.83 4.64 -1.45
C 3.02 -7.12 1.96
C -0.32 1.64 6.29
C 1.96 2.27 -2.10
C -0.73 2.26 7.46
C -0.74 -6.35 -0.64
C 1.20 -3.28 0.39
C -2.09 -5.01 0.84
C 1.94 1.67 4.17
C 3.13 -4.88 1.07
C -4.77 -0.19 3.81
C -3.83 2.15 -1.74
C -1.91 -6.17 0.10
C -1.94 2.93 5.06
C -1.10 -4.04 0.86
C 1.24 4.22 -3.44
C 2.38 1.23 -0.23
C 2.48 -3.58 0.83
C -1.72 3.23 7.43
C 5.68 5.52 -2.08
C -1.29 0.83 2.77
C 2.17 -1.39 0.82
C 5.83 5.49 -3.47
C 4.96 -6.42 0.72
C -3.42 0.11 3.87
C -4.84 3.00 -1.28
C -5.36 1.15 -3.24
C -3.46 0.70 1.55
C -0.52 1.33 3.82
C 4.27 3.68 -3.63
C 4.59 2.27 0.43
C 4.27 -7.40 1.41
C 0.68 4.77 -4.58
C 0.20 3.94 -5.59
C -5.47 -0.06 2.62
C 0.79 0.66 2.15
C -2.64 -1.51 -3.51
C 0.77 1.99 -4.29
C -4.81 0.39 1.49
C -6.38 1.96 -2.81
C 0.26 -5.39 -0.61
C 5.13 4.56 -4.24
C -0.93 1.96 5.07
C 0.26 2.56 -5.44
C -6.12 2.90 -1.82
C -2.74 0.56 2.74
C 1.30 2.82 -3.28
C 3.19 2.78 -1.60
C 4.10 3.70 -2.21
C 4.40 -5.16 0.57
C 2.45 -5.87 1.79
C -2.32 3.56 6.22
C -3.21 -2.49 -5.64
C 0.10 -4.23 0.16
H -2.88 -0.04 4.80
H -0.60 -7.25 -1.23
H 6.51 6.19 -3.95
H 5.27 4.53 -5.31
H -2.02 3.73 8.34
H 2.70 2.03 3.49
H -5.29 -0.53 4.70
H 0.86 0.92 -4.19
H -3.44 -3.23 -1.14
H -3.39 0.61 -3.00
H 6.22 6.26 -1.49
H 4.69 -8.39 1.52
H 1.62 2.47 4.82
H 1.18 -5.53 -1.16
H 4.79 1.34 0.96
H 2.50 -7.87 2.54
H -0.27 1.98 8.41
H -4.61 -2.13 -1.39
H -2.99 -4.88 1.43
H 3.78 2.91 -4.21
H -3.09 4.32 6.20
H 2.36 0.87 4.78
H -2.67 -6.95 0.10
H 0.61 5.84 -4.67
H 1.61 4.86 -2.65
H -5.36 0.52 0.56
H 4.43 3.06 1.17
H -4.60 3.74 -0.53
H -6.91 3.56 -1.47
H 4.68 4.73 -0.38
H -7.37 1.87 -3.24
H 4.66 -3.07 2.24
H -0.21 4.38 -6.49
H -2.82 -3.49 -5.45
H -0.08 1.93 -6.26
H 1.50 -5.64 2.24
H -3.86 -3.16 -3.47
H 4.94 -4.40 0.00
H -2.96 1.13 0.69
H 0.43 0.86 6.33
H -4.28 -2.45 -5.47
H -5.48 0.41 -4.03
H 5.15 -2.09 0.86
H 5.45 2.51 -0.18
H 4.43 -1.32 2.28
H -6.52 -0.31 2.57
H -1.21 -3.15 1.47
H -2.99 -2.21 -6.66
H -2.40 3.20 4.11
H 5.93 -6.64 0.30

Results of the Löwdin charge analysis, in e, for atoms 1 through 99: 1.369 0.574 1.202 -0.195 0.020 -0.045 -0.040 0.080 0.135 -0.029 -0.042 0.035 0.030 0.069 0.016 -0.012 -0.011 -0.043 -0.117 -0.045 -0.028 -0.117 -0.052 0.002 -0.146 -0.037 -0.686 -0.027 -0.021 -0.040 -0.007 -0.356 -0.050 -0.039 -0.015 -0.156 -0.386 0.018 -0.010 -0.010 -0.060 -0.037 -0.116 -0.084 0.014 -0.006 0.008 -0.027 -0.016 -0.052 -0.415 -0.583 0.000 -0.067 -0.018 -0.008 -0.020 -0.191 -0.035 -0.001 -0.174 -0.172 -0.077 -0.132 -0.007 0.007 -0.041 0.003 -0.173 0.125 0.127 0.133 0.130 0.123 0.066 0.123 0.120 0.083 0.098 0.130 0.137 0.106 0.132 0.058 0.131 0.121 0.107 0.123 0.130 0.121 0.107 0.128 0.126 0.131 0.102 0.107 0.123 0.135 0.118


Record 8
This record from OMol25 describes a cluster of 2 separate species, C25H25N3O2 in total. The level of theory is ωB97M-V with the def2-TZVPD basis set.

Output
E_HOMO ... -0.25782 Eh
HOMO-LUMO gap ... 5.54 eV
Energy relative to the best compared isomer or geometry (same formula, charge and spin) ... 54.0 kcal per mole

Element x y z (Å)
O -0.40 -2.14 -1.56
O -0.30 -1.15 2.96
N -0.76 -1.55 0.68
N -5.31 -4.05 1.93
N -4.25 0.70 -2.78
C -3.87 -0.60 -2.74
C -5.19 -3.97 0.57
C -6.14 -4.99 2.64
C -4.29 -2.92 0.25
C -3.34 -1.32 -3.91
C -4.14 -1.12 -1.44
C -6.05 2.40 -0.02
C -4.20 1.53 -3.98
C -4.44 -3.14 2.55
C -0.01 -1.90 -0.42
C -4.76 1.11 -1.55
C -3.93 -2.43 -1.02
C -6.13 1.28 0.82
C -3.64 -1.62 4.19
C 1.49 -1.94 -0.01
C -4.36 -2.78 3.89
C -5.95 -4.83 -0.36
C -3.82 -2.40 1.52
C -3.07 -0.84 3.17
C -5.35 2.32 -1.23
C -3.13 -1.24 1.84
C 0.03 -1.43 1.80
C -4.79 -0.03 -0.70
C -5.49 0.07 0.50
C 1.50 -1.67 1.47
H -6.01 -4.82 3.71
H -5.57 -0.78 1.17
H -5.31 3.17 -1.91
H -2.63 -0.69 1.04
H -2.54 0.07 3.43
H -4.48 2.54 -3.67
H -2.41 -0.88 -4.28
H -5.67 -5.88 -0.21
H -4.85 -3.39 4.64
H 1.93 -2.92 -0.24
H -3.53 -1.29 5.22
H -5.69 -4.53 -1.38
H 2.05 -1.18 -0.55
H -3.11 -2.35 -3.63
H 2.08 -0.79 1.74
H -7.20 -4.88 2.38
H -4.09 -1.34 -4.72
H 1.87 -2.52 2.05
H -4.89 1.17 -4.76
H -3.19 1.54 -4.39
H -6.73 1.32 1.73
H -3.52 -3.12 -1.75
H -7.04 -4.74 -0.24
H -6.55 3.32 0.27
H -5.84 -6.02 2.38

In the Löwdin picture, each atom carries the following charge in e: -0.037 -0.004 0.115 -0.047 -0.021 -0.147 -0.193 -0.003 -0.108 0.014 -0.074 -0.074 0.011 -0.161 -0.507 -0.146 0.115 -0.058 -0.066 -0.125 -0.022 -0.009 -0.135 -0.072 -0.011 -0.062 -0.504 -0.080 0.002 -0.129 0.081 0.112 0.104 0.102 0.107 0.081 0.110 0.095 0.093 0.105 0.102 0.083 0.106 0.084 0.111 0.099 0.104 0.111 0.109 0.105 0.109 0.130 0.094 0.106 0.100


Strongest force on any atom for every record listed, in sequence, given in eV/Å: 5.9 5.9 1.2 4.5 3.7 5.3 2.3 1.6.